Computed, not measured: C29H38MnN7SSb as an isolated structure, with the ωB97M-V functional and the def2-TZVPD basis.

The charge is +1. The expectation value of S² is 6.078. The HOMO energy (alpha / beta) is -10.80 / -11.12 eV. The total energy is -89807.2000 eV. As for the HOMO-LUMO gap (alpha / beta): 6.34 / 6.49 eV. The spin multiplicity is 5. The calculation puts the LUMO energy (alpha / beta) at -4.464 / -4.635 eV.

Each line ends with the Mulliken spin population.
Cartesian coordinates (Å):
Mn1 -0.2754 0.1964 -0.1387  3.997
N1 2.9308 1.2999 2.4791  -0.004
C1 1.8544 0.8150 1.8437  0.027
S1 1.8793 0.8549 0.0886  -0.078
N2 0.8761 0.3559 2.5821  -0.023
N3 -0.1560 -0.1013 1.8059  -0.079
C2 -1.0930 -0.7937 2.3581  0.037
C3 -1.1868 -1.0894 3.7969  -0.004
C4 -1.4848 -2.3891 4.2124  0.012
C5 -1.6045 -2.6846 5.5615  -0.004
C6 -1.4443 -1.6789 6.5053  0.008
C7 -1.1425 -0.3831 6.0982  -0.004
C8 -1.0030 -0.0885 4.7515  0.011
C9 -2.1156 -1.3046 1.3992  -0.025
C10 -3.3014 -1.8936 1.7720  0.002
C11 -4.1594 -2.3680 0.7826  0.012
C12 -3.8072 -2.2422 -0.5479  0.002
C13 -2.6177 -1.6047 -0.8521  0.015
N4 -1.8061 -1.1437 0.0996  -0.022
H1 3.7622 1.5131 1.9571  0.002
H2 3.0118 1.1555 3.4726  0.001
H3 -1.5866 -3.1842 3.4804  0.000
H4 -1.8222 -3.6989 5.8736  0.000
H5 -1.5508 -1.9054 7.5597  0.000
H6 -1.0037 0.3994 6.8347  0.000
H7 -0.7522 0.9174 4.4386  0.002
H8 -3.5536 -1.9755 2.8205  -0.001
H9 -5.0976 -2.8350 1.0586  0.000
H10 -4.4360 -2.6154 -1.3464  -0.001
H11 -2.3020 -1.4551 -1.8757  0.003
N5 -0.1586 0.0580 -1.9883  -0.091
C14 -0.1491 0.0399 -3.1585  0.074
C15 -0.2634 0.0598 -4.5042  0.039
C16 -1.4971 -0.4458 -5.0387  -0.003
N6 -2.4889 -0.8910 -5.4242  0.020
C17 0.7867 0.5922 -5.3231  -0.003
N7 1.6386 1.0181 -5.9711  0.020
C18 -1.2079 5.7364 0.3942  -0.002
C19 -0.4941 4.3938 0.5391  0.022
C20 -0.1002 4.1501 1.9952  0.006
C21 0.7557 4.4048 -0.3428  -0.001
Sb1 -1.7174 2.6690 -0.0569  -0.054
C22 -2.4387 3.0102 -2.1071  0.012
C23 -1.2069 3.2695 -2.9836  0.007
C24 -3.1440 1.7243 -2.5580  0.012
C25 -3.4236 4.1741 -2.2174  0.000
C26 -3.4974 2.6343 1.2268  0.014
C27 -4.5214 1.7171 0.5567  -0.001
C28 -3.0808 2.0252 2.5635  0.022
C29 -4.1161 4.0110 1.4712  0.001
H12 -0.4898 6.5313 0.6365  0.000
H13 -2.0507 5.8480 1.0687  0.000
H14 -1.5518 5.9190 -0.6235  0.000
H15 0.6133 4.9258 2.3038  0.000
H16 0.3856 3.1803 2.1418  0.000
H17 -0.9583 4.2137 2.6675  0.000
H18 1.4747 5.1152 0.0865  0.000
H19 0.5355 4.7404 -1.3540  0.001
H20 1.2510 3.4358 -0.4001  0.003
H21 -0.3375 2.6684 -2.7143  0.005
H22 -0.9102 4.3169 -2.9487  0.000
H23 -1.4513 3.0352 -4.0264  0.001
H24 -2.5525 0.8309 -2.3726  0.006
H25 -3.3195 1.7738 -3.6409  0.001
H26 -4.1125 1.5947 -2.0779  0.001
H27 -2.9769 5.1280 -1.9418  -0.001
H28 -4.3191 4.0206 -1.6114  0.001
H29 -3.7542 4.2609 -3.2615  0.001
H30 -4.0923 0.7557 0.2530  0.004
H31 -4.9762 2.1807 -0.3191  0.000
H32 -5.3308 1.5078 1.2700  0.000
H33 -2.7731 0.9845 2.4555  -0.004
H34 -3.9400 2.0402 3.2478  0.001
H35 -2.2698 2.5723 3.0469  -0.001
H36 -4.2788 4.5837 0.5576  0.000
H37 -3.5085 4.6091 2.1489  0.001
H38 -5.0931 3.8758 1.9550  0.001

Forces on the atoms, in the same order (eV/Å):
0.1 0.1 0.5
0.1 0.0 -0.1
0.1 0.0 0.2
0.1 -0.1 0.1
-0.1 0.1 -0.4
0.4 0.1 0.2
-0.5 -0.4 0.0
0.0 -0.1 0.0
0.1 -0.1 0.0
0.0 0.0 0.0
0.0 0.1 0.0
0.0 0.0 0.0
0.0 0.1 0.1
0.3 0.0 0.3
-0.4 -0.1 0.1
0.0 0.0 0.1
0.0 0.0 -0.1
0.0 0.0 0.0
0.1 0.2 -0.2
0.0 0.1 0.0
0.0 0.0 0.0
0.0 0.1 0.1
0.0 0.1 0.0
0.0 0.0 -0.1
0.0 0.0 0.0
0.0 -0.1 0.0
0.0 0.0 -0.1
0.1 0.0 0.0
0.0 0.0 0.1
0.0 0.0 0.0
0.3 -0.2 -0.5
-0.1 0.2 -0.1
-0.1 0.0 -0.6
0.3 -0.1 0.0
0.2 0.2 0.2
-0.2 -0.2 0.1
-0.2 0.0 0.2
0.2 0.0 0.0
-0.1 -0.1 -0.1
0.1 0.1 0.1
0.1 0.1 0.1
-0.2 0.1 -0.2
-0.1 0.0 0.1
-0.1 0.0 -0.1
0.0 0.1 -0.2
0.0 0.0 -0.1
0.1 0.1 -0.1
-0.1 0.0 0.1
-0.1 0.0 0.1
-0.1 -0.1 0.0
-0.1 -0.1 0.0
-0.1 0.0 0.1
0.0 0.0 0.0
-0.1 -0.1 0.0
0.0 0.0 0.0
0.0 0.0 0.0
-0.1 0.0 -0.1
0.0 0.0 0.0
0.0 0.0 0.0
0.0 0.0 0.0
0.0 0.0 0.0
0.0 0.1 0.1
0.1 0.0 0.0
0.0 0.0 0.1
0.0 0.0 0.0
0.0 0.0 0.0
0.0 0.0 0.0
0.0 0.0 0.1
0.0 0.0 0.0
0.0 0.0 0.1
0.1 0.0 -0.1
0.0 0.1 0.0
0.1 0.0 -0.1
0.0 0.0 0.0
0.0 0.0 0.0
0.1 0.0 0.0
0.1 0.0 0.0